[1]
{
  "formula": "C13H30BaN2O2P2",
  "method": "ωB97M-V/def2-TZVPD",
  "total_energy_ev": -40297.427,
  "s_squared": 0.7559,
  "spin_multiplicity": 2,
  "mol_weight_g_mol": 445.7,
  "e_above_lowest_kcal_mol": 195.3,
  "homo_lumo_gap_ha": [0.292, 0.194],
  "charge": 1,
  "symbols": ["Ba", "P", "P", "N", "N", "H", "H", "H", "C", "H", "C", "H", "H", "C", "C", "H", "C", "H", "H", "H", "H", "H", "O", "C", "C", "C", "H", "H", "H", "H", "H", "H", "H", "C", "H", "C", "C", "O", "C", "C", "H", "H", "H", "H", "H", "H", "H", "H", "H", "H"],
  "xyz": [[-0.17435, -0.24532, 0.09678], [1.22133, -1.33169, -1.59033], [-2.03952, 0.80219, -1.14457], [1.76286, -0.10826, 1.20921], [-0.49263, 1.51917, 1.45177], [2.39214, 0.60110, 2.94706], [0.07062, 1.83565, 3.34703], [0.89447, -0.40122, 3.01053], [1.43935, 0.39309, 2.48042], [1.17306, 2.51599, 2.11167], [0.55467, 1.65936, 2.39402], [3.67502, -0.47333, 1.24451], [-1.84965, 2.82309, 2.00218], [2.82524, -0.53103, 0.61452], [-1.62874, 2.11840, 1.23328], [3.39349, -2.01973, -0.78487], [2.87337, -1.05618, -0.77952], [3.41559, -0.35025, -1.42079], [-1.62787, 1.33724, -2.33732], [-2.95594, -0.17933, -1.41698], [1.24655, -0.82287, -2.85357], [1.04205, -2.68461, -1.65768], [1.04378, 1.30981, -1.35857], [1.61153, 2.45037, -0.88804], [2.90046, 2.58189, -1.68333], [0.63264, 3.59328, -1.13927], [1.86021, 2.42297, 0.19407], [3.61144, 1.79444, -1.41992], [2.67419, 2.49283, -2.75482], [3.35712, 3.54871, -1.49413], [-0.31735, 3.43136, -0.62482], [1.06559, 4.53705, -0.80497], [0.42747, 3.66161, -2.21681], [-2.47256, 1.88980, 0.12571], [-3.41127, 2.42315, 0.05459], [-3.29431, -2.63270, 0.12398], [-2.65405, -1.97342, 1.33572], [-1.20071, -2.06462, 1.40863], [-0.61411, -3.31443, 0.94864], [-0.95668, -4.45318, 1.87804], [-2.87382, -2.26721, -0.82491], [-4.36596, -2.39761, 0.13883], [-3.20504, -3.72536, 0.14270], [-2.86866, -0.89874, 1.32427], [-3.04775, -2.38079, 2.27055], [-0.92488, -3.50127, -0.09376], [0.46884, -3.15414, 0.94877], [-2.03275, -4.65002, 1.92159], [-0.45474, -5.35216, 1.51155], [-0.59286, -4.23329, 2.88976]],
  "forces_ev_per_angstrom": [[-4.2926, -2.1399, 2.7426], [3.7885, -1.3256, -3.4710], [-3.0821, 3.4340, -1.5750], [3.3484, -1.0695, -2.1208], [-0.2133, 1.4086, -0.7354], [0.0396, 0.2998, 1.0974], [0.5674, 0.1717, 0.8400], [0.1699, 0.1655, 0.0825], [0.6224, 0.3586, 1.0023], [0.0870, -0.0185, 0.2282], [-0.4466, 0.7688, 0.7285], [1.7438, -0.2621, 0.0637], [-1.1953, 0.8895, 0.3710], [-2.1832, 1.3240, 2.3454], [1.3831, -0.2728, 0.5495], [0.2677, 0.2773, 0.0576], [-0.1278, -0.5805, -0.6547], [0.0131, -0.1790, 0.2160], [-0.0350, 0.2320, -0.7792], [-0.7475, -0.3423, -0.3660], [0.5876, -0.1798, -1.0616], [0.5725, -1.1926, -0.5630], [-1.5085, -2.0627, 0.1311], [0.3787, 0.3434, -0.8257], [0.2245, 0.8139, 0.0292], [0.3693, 0.3904, -0.1198], [-0.0297, -0.0097, -0.1164], [-0.0220, 0.0899, 0.0602], [0.0020, 0.0708, 0.2934], [0.4114, 0.1574, -0.0846], [0.1602, -0.0234, 0.0133], [-0.1272, 0.1754, -0.0156], [0.0872, -0.0051, 0.2179], [-0.0033, 0.0158, 0.1960], [-0.0461, -0.1753, 0.1953], [-0.0334, -0.1345, 0.0122], [0.3571, -0.2189, 0.1935], [-0.6978, -1.4975, 0.1446], [-0.6184, 0.3827, 0.2563], [0.1716, -0.1922, 0.0358], [-0.1207, -0.1317, 0.2404], [0.2358, -0.0096, -0.0565], [-0.0095, 0.2535, -0.0319], [0.0630, -0.0222, 0.1105], [-0.1213, 0.0311, -0.1346], [0.0672, -0.0541, 0.3424], [-0.0325, 0.1296, 0.0315], [0.2011, 0.0397, -0.0303], [-0.1060, -0.0408, 0.1509], [-0.1207, -0.0832, -0.2371]],
  "lowdin_spin": [0.16, 0.04, 0.40, 0.06, 0.06, 0.00, 0.00, 0.00, 0.01, 0.00, 0.01, 0.00, 0.00, 0.00, 0.01, 0.00, 0.00, 0.00, 0.03, 0.03, 0.01, 0.00, 0.09, 0.01, 0.00, 0.01, 0.00, 0.00, 0.00, 0.00, 0.00, 0.00, 0.00, 0.06, 0.01, 0.00, 0.00, 0.00, 0.00, 0.00, 0.00, 0.00, 0.00, 0.00, 0.00, 0.00, 0.00, 0.00, 0.00, 0.00]
}

[2]
{
  "formula": "C13H30BrN4O5S",
  "method": "ωB97M-V/def2-TZVPD",
  "total_energy_ev": -111043.923,
  "mol_weight_g_mol": 434.4,
  "homo_lumo_gap_ha": 0.198,
  "charge": -1,
  "symbols": ["C", "C", "Br", "C", "N", "S", "C", "O", "O", "H", "H", "H", "H", "H", "H", "H", "H", "H", "C", "O", "N", "C", "C", "H", "H", "H", "H", "H", "H", "H", "C", "O", "N", "C", "C", "H", "H", "H", "H", "H", "H", "H", "C", "O", "N", "C", "C", "H", "H", "H", "H", "H", "H", "H"],
  "xyz": [[-3.97479, 6.69135, -7.47129], [-2.75845, 5.86758, -7.16314], [-1.35568, 6.20197, -8.54471], [-2.19056, 6.08352, -5.74880], [-2.06523, 4.82547, -5.03521], [-3.27533, 4.51595, -4.09589], [-2.59403, 4.57152, -2.43117], [-4.37006, 5.47643, -4.15536], [-3.70618, 3.13448, -4.22122], [-4.80955, 6.21499, -6.97437], [-4.17498, 6.69623, -8.53223], [-3.86911, 7.70329, -7.10770], [-2.96492, 4.82013, -7.26358], [-1.20045, 6.51365, -5.85396], [-2.80085, 6.82259, -5.23790], [-1.65475, 5.09621, -2.48762], [-3.27618, 5.05836, -1.75403], [-2.39227, 3.55871, -2.13922], [0.21222, 3.13539, 0.85897], [-0.39174, 4.11394, 0.46856], [0.56490, 2.09030, 0.09026], [1.29058, 0.95760, 0.62792], [0.20368, 2.10261, -1.32156], [0.53457, 3.01935, 1.91011], [2.24410, 0.84660, 0.10423], [0.70208, 0.04703, 0.48993], [1.48449, 1.08987, 1.68684], [0.64277, 2.97081, -1.81253], [-0.87714, 2.16414, -1.43126], [0.56521, 1.19448, -1.79573], [1.65670, -1.83823, 2.56734], [1.88388, -0.81352, 3.18368], [0.96606, -2.88181, 3.05144], [0.72772, -4.08802, 2.27527], [0.43986, -2.79063, 4.40159], [2.01191, -1.99800, 1.53464], [-0.34541, -4.24619, 2.14857], [1.16128, -4.95149, 2.77613], [1.18594, -3.99635, 1.29400], [-0.24222, -1.94439, 4.48623], [1.25096, -2.64037, 5.11571], [-0.09135, -3.70823, 4.64209], [3.04828, -7.64950, 3.44864], [2.44158, -7.06161, 2.57445], [2.98657, -7.35361, 4.76004], [3.73192, -8.10101, 5.75305], [2.14772, -6.24706, 5.18688], [3.71998, -8.49768, 3.23098], [3.05219, -8.55766, 6.47517], [4.42141, -7.44339, 6.28588], [4.30500, -8.88748, 5.26798], [1.11086, -6.42519, 4.89784], [2.47813, -5.31966, 4.71735], [2.20870, -6.14349, 6.26669]],
  "forces_ev_per_angstrom": [[0.0117, -0.2234, -0.2112], [0.1634, 0.3152, 0.2748], [-0.0112, 0.0353, -0.0660], [0.6992, -0.5852, -0.1621], [-0.5808, 0.5483, -0.0006], [0.3697, -0.7306, -0.0853], [0.0639, 0.2448, -0.3549], [-0.1485, 0.5890, 0.0613], [-0.0796, -0.4924, -0.0243], [-0.2867, 0.0283, 0.3319], [-0.1470, 0.1066, -0.3492], [0.0076, 0.3387, 0.0318], [0.0427, -0.4505, -0.1976], [0.2867, 0.1662, 0.0141], [-0.3098, 0.1248, 0.1027], [0.2051, 0.3175, 0.1364], [-0.2490, 0.0624, 0.2392], [-0.0649, -0.3951, 0.2382], [-0.0169, 0.1245, 0.1387], [0.0021, 0.0166, 0.0079], [0.1277, -0.2323, -0.0540], [-0.1520, 0.2072, -0.3452], [-0.0148, 0.1705, 0.1799], [0.0011, -0.0178, -0.0095], [0.0224, -0.1004, 0.0633], [0.0741, -0.0680, 0.0550], [-0.0143, 0.0100, 0.0524], [-0.0589, -0.0065, -0.0748], [-0.0033, -0.0032, -0.0817], [0.0300, -0.0411, 0.0205], [0.1421, 0.1146, -0.1308], [0.0096, -0.0444, 0.1154], [-0.0902, -0.2239, -0.0073], [-0.0892, 0.1196, 0.2375], [0.0684, 0.0814, -0.0661], [-0.0123, -0.0035, 0.0121], [0.0107, -0.0325, -0.0553], [-0.0039, -0.1139, -0.1135], [0.0292, 0.0422, -0.0210], [-0.0090, -0.0007, 0.0452], [-0.0258, 0.0134, 0.0341], [-0.0115, -0.0337, -0.0268], [0.0626, -0.1003, -0.1699], [-0.0298, 0.0607, 0.1007], [0.0414, -0.0326, 0.1731], [-0.1224, 0.1654, -0.0154], [0.0156, -0.0356, -0.1494], [-0.0173, 0.0055, 0.0042], [0.0423, -0.0323, 0.0261], [0.0282, -0.0447, 0.0310], [0.0078, -0.0151, -0.0328], [-0.0126, 0.0322, 0.0193], [-0.0189, 0.0360, 0.0276], [0.0150, -0.0172, 0.0303]],
  "nbo_charge": [-0.64, -0.17, -0.15, -0.27, -1.02, 2.30, -0.88, -1.04, -1.03, 0.24, 0.20, 0.20, 0.23, 0.18, 0.19, 0.23, 0.22, 0.22, 0.53, -0.62, -0.43, -0.40, -0.42, 0.10, 0.19, 0.18, 0.23, 0.22, 0.22, 0.20, 0.53, -0.64, -0.43, -0.41, -0.42, 0.11, 0.19, 0.22, 0.21, 0.22, 0.21, 0.20, 0.53, -0.63, -0.43, -0.40, -0.42, 0.11, 0.20, 0.20, 0.21, 0.21, 0.21, 0.21]
}